Computed, not measured: a structure of composition C9H13MoN2O5Se in a non-equilibrium geometry, with ωB97M-V/def2-TZVPD.

Element x y z (Å)
H1 -2.0813 0.5373 -2.7638
C1 3.8685 -0.1085 3.2851
H2 4.6606 0.4183 3.7967
N1 2.5351 -1.6231 2.4326
C2 -0.0526 1.8988 -2.0121
O1 -1.0329 1.3852 -1.1264
C3 1.9288 -2.9181 2.0858
C4 2.0580 -0.4108 2.0396
O2 2.1618 1.4595 -2.6503
Mo1 0.3238 -0.0110 0.8756
H3 0.0342 2.9780 -1.8397
C5 2.7812 1.9744 2.4518
C6 -1.6762 -0.9871 -1.3082
H4 1.2578 -2.8006 1.2326
H5 -2.9488 0.6817 -1.2271
N2 2.8968 0.5145 2.5848
O3 1.5695 0.8005 -0.6052
H6 -0.3089 1.7658 -3.0641
Se1 -0.9527 0.9103 2.4721
O4 -0.6890 -0.9289 -0.2201
C7 1.3050 1.3227 -1.7233
O5 -2.1222 -1.9693 -1.7068
H7 2.7056 -3.6297 1.8165
H8 2.0411 2.2248 1.6970
H9 4.1786 -2.2904 3.6311
C8 3.6325 -1.4674 3.1954
C9 -1.9804 0.4637 -1.6821
H10 2.4902 2.4164 3.4035
H11 3.0735 1.1401 -2.4825
H12 3.7407 2.3937 2.1579
H13 1.3761 -3.3185 2.9335

Atoms 1-3, force components in eV/Å:
H 0.1 0.0 0.0
C 0.0 -0.1 0.0
H 0.0 0.0 -0.1

Computed properties:
Frontier orbital gap (spin up / spin down), eV: 6.20 / 5.26
Total charge: +3
Spin multiplicity: 1
LUMO level (spin up / spin down), eV: -13.8 / -14.5

***

Computed, not measured: a cluster of 2 separate species, C4H11NO2 in total in a non-equilibrium geometry, with ωB97M-V/def2-TZVPD.

Element x y z (Å)
C1 0.7995 0.5666 0.3500
N1 -2.6222 1.6910 -0.8488
H1 -0.8552 1.6037 1.2656
C2 1.3293 -0.0830 1.6066
H2 -0.8216 1.0009 -1.6983
H3 2.6435 -4.8827 -1.3559
H4 1.4104 1.4587 0.2091
H5 2.2771 -4.4393 0.0777
H6 -3.2110 0.9708 -0.4772
O1 1.9065 -4.7335 -0.7599
H7 1.0302 -0.1071 -0.4625
O2 2.3502 -0.7204 1.6237
H8 -3.1089 2.4631 -1.2555
H9 0.8165 0.0828 2.5735
C3 -1.1873 1.5943 -0.8446
C4 -0.6814 0.9230 0.4221
H10 -1.2576 0.0109 0.6053
H11 -0.8181 2.6001 -1.0308

Atoms 1-3, force components in eV/Å:
C -0.3 0.0 0.6
N -0.5 0.1 0.3
H 0.0 -0.2 0.0

Computed properties:
Frontier orbital gap, eV: 9.75
Total charge: 0
Spin multiplicity: 1
Structure (SMILES): NCCCC=O.O
LUMO level, eV: 1.0
ΔE to the lowest compared entry with this formula, charge and spin, kcal per mole: 34.6

***

Computed, not measured: the ion C4H11N2O with charge +1 in a non-equilibrium geometry, with ωB97M-V/def2-TZVPD.

Element x y z (Å)
H1 -1.6969 1.4155 2.0533
H2 1.8298 -2.3356 -2.2140
H3 -0.4305 0.3901 2.6271
H4 -1.9037 0.8881 -1.0917
H5 0.0301 1.8786 1.8408
C1 0.6469 -0.3709 0.2472
H6 -0.4129 0.9453 -1.4949
H7 1.8922 -2.7004 -0.5717
H8 -1.1138 2.1734 -0.3989
N1 -1.0196 1.2023 -0.6722
H9 1.5273 0.2922 0.3103
N2 1.5944 -2.0421 -1.2732
H10 0.8122 -1.0865 1.0522
H11 -1.4032 -0.5756 0.5486
C2 -0.6981 1.0572 1.8007
C3 0.7544 -0.9950 -1.1374
O1 0.3174 -0.4198 -2.1235
C4 -0.7260 0.2831 0.4974

Atoms 1-3, force components in eV/Å:
H 0.0 0.3 0.0
H -0.3 0.2 0.0
H 0.0 0.0 -0.2

Computed properties:
Frontier orbital gap, eV: 11.59
Total charge: +1
Spin multiplicity: 1
Structure (SMILES): C[C@@H]([NH3+])CC(N)=O
LUMO level, eV: -3.1
ΔE to the lowest compared entry with this formula, charge and spin, kcal per mole: 8.2

***

Computed, not measured: the molecule C5H6O in a non-equilibrium geometry, with ωB97M-V/def2-TZVPD.

Element x y z (Å)
H1 -0.7363 1.5244 0.5268
H2 0.7799 -1.8893 -0.5933
C1 0.4112 1.4544 0.7612
C2 0.8169 -0.0132 0.6940
C3 -2.1495 -0.7313 -0.8555
H3 -3.2465 -0.7129 -0.6703
H4 1.1894 -0.2952 -1.5125
H5 0.2797 -0.3398 1.6091
C4 0.6150 -0.7536 -0.6264
H6 1.8826 0.1051 0.8191
C5 -0.9501 -0.7235 -1.1430
O1 1.1077 2.3750 0.9907

Atoms 1-3, force components in eV/Å:
H 1.4 0.5 0.5
H 0.3 1.8 0.2
C -3.4 -1.8 -1.9

Computed properties:
Frontier orbital gap, eV: 10.47
Total charge: 0
Spin multiplicity: 1
Structure (SMILES): C#CCCC=O
LUMO level, eV: 0.8
ΔE to the lowest compared entry with this formula, charge and spin, kcal per mole: 72.3

***

Computed, not measured: the molecule C22H37N3O5 in a non-equilibrium geometry, with ωB97M-V/def2-TZVPD.

Element x y z (Å)
C1 -4.5992 1.6053 -1.7635
C2 2.4037 3.2227 -0.6205
H1 2.6176 0.6969 -1.3448
H2 2.6578 -4.8700 0.5169
C3 -3.0746 1.7595 1.0612
H3 -5.4667 -1.0070 1.9870
C4 1.9553 -2.1951 -0.3646
H4 5.7768 1.1590 1.5295
H5 4.6282 0.5037 0.1479
H6 2.8140 -1.4698 -0.6911
O1 -2.3098 1.8993 2.3417
H7 -0.5090 0.5254 -0.3452
H8 1.2777 0.5017 -2.6679
H9 4.1006 0.2760 1.9436
H10 2.3329 4.5491 2.0962
H11 -4.2571 -2.7878 1.3695
H12 -1.4049 -0.4358 1.4739
H13 1.0696 0.1645 0.6207
O2 4.6844 3.5991 1.4719
C5 -4.0791 0.4583 0.8418
H14 -4.0275 -0.4191 3.0613
H15 -2.2642 0.2147 -3.5530
H16 -2.3891 1.0660 2.8915
C6 3.8999 2.5244 1.1865
H17 -5.1514 1.5966 -2.8199
O3 0.1613 -1.7924 -2.1182
H18 -1.3949 0.8883 -2.3047
N1 -1.3293 0.1979 -3.0852
H19 0.2105 2.5972 -0.6703
C7 -2.7980 2.9355 -0.0602
C8 4.6453 1.0322 1.2175
H20 -0.0007 -3.3302 0.7317
H21 1.3153 3.0606 2.7359
O4 1.9336 -4.8166 -0.1944
C9 1.6926 3.6037 1.7575
H22 -2.5369 -1.9754 3.3955
N2 -3.5975 -1.9819 1.4679
C10 3.9109 -3.7150 -1.2744
H23 -2.0262 3.8054 0.2007
O5 -2.2706 -1.9773 -2.5338
N3 2.4371 2.6733 0.8201
C11 1.4709 0.8159 -1.5554
H24 1.7909 -3.8255 -2.1018
H25 3.3994 2.9411 -1.1966
C12 -4.8750 0.4252 -0.6289
H26 -0.1780 -1.5825 2.4866
C13 0.4305 -1.5977 -0.6866
H27 -1.5701 -2.7874 -0.1569
C14 -0.5867 -2.3688 0.3344
C15 -4.3029 -0.7410 1.9700
C16 -1.1300 -1.2318 -2.5380
H28 0.8557 2.9532 -2.4091
C17 -2.3686 -2.3322 2.2801
C18 0.5516 0.0330 -0.4458
H29 2.0090 -2.2701 0.8215
H30 4.1979 -2.7033 -1.8394
H31 -5.6439 -0.4293 -0.8968
H32 -2.2223 -3.5039 2.2867
H33 4.1258 -4.6057 -2.0050
C19 -3.5496 2.8546 -1.5147
C20 -1.0359 -1.5290 1.6648
H34 0.7276 4.0686 1.2310
C21 1.1583 2.4486 -1.3778
H35 4.4703 -3.8021 -0.2389
H36 -3.2990 3.6896 -2.3001
C22 2.2551 -3.6528 -1.0426
H37 2.2807 4.3905 -0.5972

Atoms 1-3, force components in eV/Å:
C 1.8 0.4 2.7
C -0.4 -0.6 -1.0
H -2.2 0.0 -0.3

Computed properties:
Frontier orbital gap, eV: 8.28
Total charge: 0
Spin multiplicity: 1
Structure (SMILES): CC(=O)N(C)CCCC[C@](CCCNCc1ccccc1O)(C[C@@H](C)O)OC(N)=O
LUMO level, eV: -0.1
ΔE to the lowest compared entry with this formula, charge and spin, kcal per mole: 453.0

***

The highest total charge belongs to which entry?
C9H13MoN2O5Se

***

Among the records above, which one has the highest total charge?
C9H13MoN2O5Se

***

What is the formula in the fourth record?
C5H6O